1.
C26H36ClN10O4RbS2 | ωB97M-V/def2-TZVPD

Output
ΔE to the lowest compared entry with this formula, charge and spin: 0.000 eV
DFT total energy: -85480.163 eV
Spin multiplicity: 1
Charge: 0

Last column: Mulliken charge in e.
Element x y z (Å)
Rb: 1.1606 0.1210 -1.8850  0.689
C: -3.1653 0.3282 -1.3844  -0.604
N: -3.3504 1.3946 -0.4184  0.241
C: -4.6334 1.3830 0.2628  -1.140
C: -2.2534 2.0385 0.0974  0.277
N: -1.0773 1.5294 -0.0432  0.581
C: 0.0716 2.3159 0.0466  -1.016
C: 0.1488 3.4996 -0.6547  -0.145
C: 1.2886 4.3200 -0.6065  -1.158
C: 2.3595 3.9685 0.1597  -1.047
C: 2.3476 2.7512 0.8834  1.847
C: 3.4594 2.4128 1.7026  -1.152
C: 3.4538 1.2631 2.4278  -1.307
C: 2.3710 0.3632 2.3240  -0.173
C: 1.2906 0.6130 1.5057  -0.728
N: 0.3575 -0.3853 1.2205  0.797
C: -0.2059 -1.1528 2.0792  0.335
N: -0.3072 -0.9168 3.4401  0.461
C: -0.1289 -1.9891 4.4045  -1.301
C: -0.2296 0.4201 3.9849  -0.999
N: -0.8115 -2.3216 1.6515  0.124
C: -2.1562 -2.6340 2.1302  -1.061
C: -0.6064 -2.6959 0.2591  -0.005
C: 1.2214 1.8768 0.8023  -0.080
N: -2.5617 3.2151 0.7800  0.238
C: -1.6457 3.7759 1.7521  -0.383
C: -3.4243 4.1986 0.1409  -1.266
H: -4.0104 0.3196 -2.0754  0.361
H: -3.1133 -0.6535 -0.8949  0.093
H: -2.2575 0.4875 -1.9468  0.068
H: -5.4413 1.6031 -0.4387  0.317
H: -4.6506 2.1173 1.0621  0.398
H: -4.8257 0.3933 0.6948  0.316
H: -0.6900 3.7775 -1.2807  0.560
H: 1.3061 5.2366 -1.1839  0.453
H: 3.2360 4.6036 0.2216  0.406
H: 4.3003 3.0961 1.7460  0.425
H: 4.2916 1.0176 3.0703  0.399
H: 2.3829 -0.5618 2.8948  0.804
H: -0.0659 -2.9464 3.8944  0.389
H: -0.9582 -2.0217 5.1173  0.355
H: 0.7951 -1.8364 4.9742  0.342
H: -0.4619 1.1481 3.2154  0.058
H: 0.7595 0.6552 4.3896  0.307
H: -0.9644 0.5198 4.7872  0.447
H: -2.3408 -2.1798 3.0973  0.415
H: -2.2826 -3.7131 2.2200  0.314
H: -2.9100 -2.2609 1.4272  0.246
H: 0.4443 -2.6524 -0.0116  -0.320
H: -1.1680 -2.0422 -0.4175  -0.011
H: -0.9523 -3.7224 0.1220  0.389
H: -1.0242 2.9943 2.1747  -0.181
H: -2.2232 4.2314 2.5601  0.391
H: -0.9878 4.5384 1.3235  0.245
H: -3.9874 3.7371 -0.6665  0.396
H: -2.8290 5.0185 -0.2780  0.351
H: -4.1294 4.6251 0.8591  0.335
N: -0.1629 -2.2259 -5.3779  -0.341
C: 0.8659 -2.9567 -4.8670  0.513
N: 1.3170 -2.8637 -3.6460  -0.162
C: 2.3186 -3.7968 -3.4301  0.234
C: 2.6344 -4.5831 -4.4804  -0.599
S: 1.6500 -4.1792 -5.8335  -0.249
C: 2.9581 -3.8795 -2.1026  -0.134
C: 3.8990 -4.7816 -1.7486  -0.506
S: 4.3568 -4.5489 -0.1041  -0.246
C: 3.2285 -3.2344 -0.0082  0.226
N: 2.5798 -2.9907 -1.1043  -0.061
N: 3.0210 -2.5469 1.1614  -0.253
H: -0.4555 -1.4177 -4.8421  0.160
H: -0.2538 -2.1615 -6.3750  0.264
H: 3.3847 -5.3578 -4.5522  0.358
H: 4.3447 -5.5678 -2.3401  0.393
H: 3.7688 -2.5381 1.8321  0.326
H: 2.5312 -1.6700 1.0611  0.029
O: -0.6711 0.0365 -3.6357  -0.777
Cl: -0.0417 1.2365 -4.2135  1.726
O: -0.4969 1.4047 -5.5625  -0.726
O: -0.3888 2.3612 -3.3773  -0.528
O: 1.3976 1.0393 -4.1741  -0.738

2.
C26H36CuN4O8S2 | ωB97M-V/def2-TZVPD

Output
ΔE to the lowest compared entry with this formula, charge and spin: 0.000 eV
DFT total energy: -116200.718 eV
Spin multiplicity: 2
Charge: -2

Last column: Mulliken charge in e.
Element x y z (Å)
Cu: -0.8259 0.1789 0.3113  0.714
N: -1.0397 -0.1223 3.8878  -0.898
C: 0.3464 -0.1495 3.3976  0.048
C: 0.8261 1.1487 2.7135  0.600
C: 1.7382 0.8735 1.5064  0.492
O: 2.9420 1.1795 1.5930  -0.840
O: 1.2048 0.3025 0.4989  -0.553
H: -1.1906 0.7411 4.3987  0.254
H: -1.6623 -0.0687 3.0758  0.358
H: 0.4126 -0.9733 2.6879  -0.286
H: 1.0069 -0.3827 4.2390  0.318
H: 1.3583 1.7923 3.4146  0.254
H: -0.0502 1.6804 2.3381  -0.669
C: -0.0690 0.5341 -5.2934  -0.877
C: -1.5071 0.9661 -5.0076  -0.904
N: -1.6104 2.0191 -4.0133  0.145
C: -1.5831 3.3996 -4.4717  -0.683
C: -0.2148 4.0733 -4.3524  -1.062
C: -1.6185 1.7397 -2.6629  0.387
S: -1.5965 0.1228 -2.1532  -0.560
N: -1.6857 2.8479 -1.9079  -0.319
C: -1.3907 2.9405 -0.6171  0.028
O: -0.7790 2.1576 0.1312  -0.411
C: -1.7929 4.2494 0.0128  0.486
C: -1.9198 4.3120 1.3979  -0.352
C: -2.2296 5.5093 2.0232  -0.698
C: -2.4081 6.6642 1.2707  -0.320
C: -2.2848 6.6069 -0.1117  -0.700
C: -1.9849 5.4050 -0.7369  -0.059
H: -0.0571 -0.2845 -6.0178  0.376
H: 0.3922 0.1827 -4.3704  0.189
H: 0.5171 1.3638 -5.6953  0.269
H: -2.0637 0.1075 -4.6373  0.460
H: -1.9790 1.3244 -5.9266  0.381
H: -2.3022 3.9667 -3.8808  0.386
H: -1.9106 3.4042 -5.5144  0.406
H: 0.1165 4.0249 -3.3155  0.190
H: -0.2789 5.1224 -4.6542  0.339
H: 0.5274 3.5712 -4.9754  0.366
H: -1.7763 3.3987 1.9621  0.302
H: -2.3279 5.5514 3.1015  0.383
H: -2.6392 7.6056 1.7555  0.348
H: -2.4223 7.5057 -0.7026  0.374
H: -1.8886 5.3442 -1.8134  0.271
C: -3.5612 -0.5061 0.8348  -0.803
O: -2.5542 0.3687 1.2130  -0.427
H: -4.5438 -0.1297 1.1770  0.242
H: -3.4338 -1.5174 1.2650  0.149
H: -3.6381 -0.6323 -0.2576  0.205
C: 4.1350 -2.2935 4.0811  -1.381
C: 3.6559 -3.0827 2.8930  0.936
C: 3.6159 -2.4898 1.6281  -0.327
C: 3.2530 -3.2246 0.5115  -0.287
C: 2.9062 -4.5612 0.6670  -0.100
C: 2.8834 -5.1522 1.9203  -0.510
C: 3.2658 -4.4108 3.0266  -0.557
S: 2.3905 -5.5319 -0.7236  1.314
O: 2.3639 -6.9044 -0.2688  -0.749
O: 3.2263 -5.1940 -1.8457  -0.763
N: 0.8727 -5.0936 -1.1177  -0.265
C: -0.1741 -5.2678 -0.0945  -1.029
C: -0.3784 -4.0388 0.8065  -0.371
C: -0.3644 -2.6634 0.0886  1.151
O: 0.0554 -2.5683 -1.0768  -0.950
O: -0.7994 -1.7259 0.8165  -0.317
H: 3.5841 -1.3544 4.1544  0.261
H: 5.1895 -2.0345 3.9531  0.345
H: 4.0282 -2.8587 5.0072  0.338
H: 3.8307 -1.4310 1.5396  0.244
H: 3.2134 -2.7703 -0.4700  0.345
H: 2.5829 -6.1885 2.0034  0.437
H: 3.2471 -4.8654 4.0113  0.254
H: 0.8242 -4.0888 -1.4001  0.346
H: 0.0863 -6.1521 0.4887  0.406
H: -1.1080 -5.4823 -0.6171  0.389
H: 0.3859 -3.9886 1.5843  -0.028
H: -1.3400 -4.1023 1.3153  0.568

3.
C26H36F3N2O7S | ωB97M-V/def2-TZVPD

Output
DFT total energy: -63837.554 eV
Spin multiplicity: 1
Charge: +1

Last column: Mulliken charge in e.
Element x y z (Å)
C: 1.1163 -1.4811 -2.6367  -0.984
C: -0.0419 -0.5223 -3.0428  0.619
O: -0.1523 0.6359 -2.1698  -0.368
C: -1.1142 0.4288 -1.2045  0.355
O: -0.8388 -0.2524 -0.2464  -0.540
C: -2.4877 1.0756 -1.4110  -0.640
C: -3.5668 0.4756 -0.4409  -1.295
C: -4.9687 0.3942 -1.1045  -0.746
C: -5.2398 -0.9199 -1.8256  1.363
C: -4.1406 -1.7393 -2.2341  0.464
C: -4.4021 -2.9050 -2.9061  -1.420
S: -3.0820 -3.9974 -3.5019  1.101
O: -3.2103 -5.2401 -2.8134  -0.605
O: -1.8040 -3.3802 -3.4148  -0.527
C: -3.4932 -4.2929 -5.3071  0.732
F: -2.3822 -4.5507 -5.9659  -0.177
F: -4.1217 -3.2436 -5.8570  -0.230
F: -4.3171 -5.3484 -5.4001  -0.207
N: -5.6714 -3.2974 -3.1573  0.058
C: -6.7172 -2.5566 -2.7882  -0.506
C: -6.5682 -1.3449 -2.1120  0.105
C: -7.7902 -0.5644 -1.7671  0.140
C: -8.9138 -1.0834 -1.0848  -0.495
C: -9.9984 -0.2499 -0.8153  -0.336
N: -10.1848 1.0359 -1.1461  -0.534
C: -9.1122 1.4702 -1.8252  -0.342
C: -7.9377 0.7934 -2.1441  -0.278
H: 1.8558 -1.5454 -3.4509  0.322
H: 0.6802 -2.4842 -2.4840  0.268
H: 1.5696 -1.1605 -1.6741  0.248
H: -1.0054 -1.0621 -2.9804  -0.546
H: 0.1099 -0.1914 -4.0807  0.435
H: -2.4154 2.1717 -1.3139  0.502
H: -2.8189 0.8298 -2.4405  0.374
H: -3.2220 -0.4653 0.0142  0.577
H: -3.6500 1.2041 0.3862  0.526
H: -4.9875 1.1786 -1.8926  0.339
H: -5.7784 0.6510 -0.4022  0.604
H: -3.1155 -1.4259 -2.0112  0.260
H: -5.8251 -4.1860 -3.6347  0.291
H: -7.7183 -2.9155 -3.0429  0.576
H: -8.9328 -2.1307 -0.7665  0.433
H: -10.8289 -0.7015 -0.2503  0.351
H: -9.1836 2.5124 -2.1748  0.351
H: -7.1381 1.3076 -2.6842  0.370
C: 2.4767 2.0378 0.0113  -0.543
C: 3.5576 0.9885 -0.0698  0.732
O: 3.3955 -0.0333 -0.7015  -0.521
C: 4.8416 1.2658 0.6655  -1.157
H: 1.6114 1.7084 -0.5625  -0.170
H: 2.1764 2.1831 1.0505  0.342
H: 2.8391 2.9785 -0.4066  0.354
H: 4.6441 1.3778 1.7327  0.311
H: 5.3066 2.1727 0.2765  0.323
H: 5.5271 0.4322 0.5220  0.339
C: 8.5755 1.5835 3.5777  -1.006
C: 8.5276 2.3666 2.2901  0.851
O: 7.5347 2.9751 1.9568  -0.555
C: 9.7686 2.3628 1.4300  -1.186
H: 7.6192 1.6707 4.0990  0.324
H: 8.7632 0.5292 3.3626  0.348
H: 9.3629 1.9795 4.2227  0.340
H: 10.0068 1.3426 1.1245  0.310
H: 10.6063 2.7910 1.9829  0.336
H: 9.5933 2.9638 0.5388  0.318
C: 7.6792 2.1563 7.7561  -1.049
C: 6.6664 1.3418 6.9914  0.773
O: 6.6382 1.3464 5.7808  -0.534
C: 5.6908 0.5217 7.7972  -1.127
H: 8.3142 2.6944 7.0541  0.250
H: 7.1700 2.8800 8.3946  0.330
H: 8.3042 1.4993 8.3630  0.325
H: 5.0953 1.1746 8.4375  0.333
H: 6.2294 -0.2063 8.4061  0.332
H: 5.0234 -0.0112 7.1220  0.290